ORCA calculation (wB97M-V/def2-TZVPD) on the molecule C28H37NO5.

The geometry in XYZ format:
```
71
Properties=species:S:1:pos:R:3:forces:R:3
C 6.353 -0.134 4.257 0.06 -0.07 0.03
H 6.935 -0.782 3.590 0.01 0.02 0.03
O 5.304 0.496 3.569 -0.20 0.14 -0.12
C 4.385 -0.410 3.009 -0.16 0.06 -0.08
C 3.289 0.391 2.315 0.19 -0.34 0.12
H 3.746 1.012 1.544 -0.03 0.03 -0.05
H 2.847 1.065 3.047 -0.06 0.05 -0.01
C 2.228 -0.535 1.705 0.46 0.06 0.38
N 1.282 0.129 0.832 -0.13 0.12 -0.12
C 0.168 0.784 1.341 -0.50 0.31 -0.07
C -0.856 1.137 0.531 0.41 -0.24 -0.55
C -1.989 1.937 0.982 -0.09 0.27 0.52
O -2.896 2.256 0.237 0.06 -0.08 -0.03
C -1.967 2.382 2.430 -0.12 -0.08 -0.03
C -1.266 1.372 3.334 0.07 0.06 0.14
C -2.036 0.049 3.347 0.08 0.16 -0.07
H -3.041 0.205 3.731 -0.13 0.00 0.06
H -2.118 -0.366 2.346 -0.06 -0.14 -0.06
H -1.537 -0.677 3.986 0.06 -0.11 0.08
C -1.182 1.920 4.761 0.02 -0.07 -0.30
H -2.179 2.090 5.159 -0.12 0.02 0.07
H -0.640 2.864 4.784 0.07 0.12 0.03
H -0.671 1.215 5.414 0.06 -0.09 0.11
C 0.155 1.160 2.794 -0.22 0.03 0.11
H 0.642 0.402 3.406 0.08 0.00 0.04
H 0.718 2.093 2.913 0.09 -0.04 0.07
H -2.994 2.559 2.753 -0.01 0.02 -0.03
H -1.439 3.340 2.467 0.03 0.06 0.02
C -0.918 0.666 -0.897 0.11 -0.06 0.06
C 0.477 0.400 -1.398 -0.35 0.23 0.58
C 1.482 0.107 -0.543 -0.17 -0.01 -0.58
C 2.852 -0.234 -1.056 0.03 0.02 -0.17
H 2.923 -1.321 -1.180 0.09 -0.02 0.06
C 3.144 0.427 -2.411 0.13 -0.08 -0.03
C 2.018 0.054 -3.372 -0.04 0.14 -0.04
C 0.651 0.440 -2.845 0.49 -0.15 -0.30
O -0.256 0.733 -3.601 -0.03 0.02 0.09
H 2.005 -1.030 -3.524 0.01 -0.07 -0.02
H 2.158 0.521 -4.349 -0.03 -0.01 -0.01
C 3.225 1.946 -2.254 -0.05 -0.17 -0.01
H 3.421 2.413 -3.216 0.04 0.07 -0.12
H 4.030 2.218 -1.573 0.10 0.05 0.08
H 2.292 2.347 -1.865 -0.05 0.13 0.04
C 4.480 -0.095 -2.946 -0.27 0.05 0.12
H 4.701 0.355 -3.911 0.05 0.05 -0.13
H 4.452 -1.175 -3.074 0.02 -0.14 -0.02
H 5.290 0.150 -2.262 0.13 0.03 0.08
H 3.622 0.076 -0.350 0.04 -0.05 0.06
C -1.761 -0.587 -1.011 -0.10 0.03 -0.04
C -1.484 -1.709 -0.247 -0.07 0.10 -0.10
C -2.261 -2.850 -0.364 -0.24 -0.14 -0.15
C -3.321 -2.883 -1.251 -0.02 0.23 -0.14
C -3.603 -1.750 -2.033 -0.09 -0.22 0.02
C -2.825 -0.615 -1.904 -0.13 -0.11 -0.06
H -3.024 0.263 -2.495 -0.04 0.12 -0.09
O -4.674 -1.893 -2.887 0.34 -0.33 0.46
C -5.005 -0.798 -3.706 -0.11 0.20 -0.20
H -4.176 -0.533 -4.369 -0.03 0.00 0.03
H -5.287 0.074 -3.109 0.02 -0.03 -0.03
H -5.858 -1.123 -4.301 0.06 0.09 0.01
O -4.083 -4.006 -1.367 -0.04 0.01 -0.04
H -4.763 -3.825 -2.030 0.02 -0.01 0.02
H -2.057 -3.728 0.228 0.01 -0.13 0.07
H -0.658 -1.704 0.448 0.11 0.02 0.10
H -1.383 1.440 -1.515 0.10 -0.11 0.11
H 1.678 -1.038 2.506 0.07 -0.04 -0.13
H 2.725 -1.321 1.133 -0.10 0.02 0.06
H 4.895 -1.072 2.289 -0.05 0.02 0.06
H 3.950 -1.047 3.797 0.05 0.01 -0.06
H 5.975 -0.738 5.092 0.03 0.02 -0.01
H 6.991 0.658 4.642 0.06 -0.08 0.04
```
Forces are in eV/Å.

As for the HOMO-LUMO gap: 8.076 eV. For the highest occupied orbital energy, the calculation gives -7.714 eV. For the electronic energy, the calculation gives -41364.561 eV. Its LUMO energy is 0.36 eV. As for the largest force on an atom: 0.7 eV Å⁻¹. Its energy relative to the best compared isomer or geometry (same formula, charge and spin) is 0.181 eV. As for the SMILES: COCCCN1C2=C(C(=O)CC(C)(C)C2)C(c2ccc(O)c(OC)c2)C2=C1CC(C)(C)CC2=O.